Density functional theory data (ωB97M-V with the def2-TZVPD basis set) for the molecule C5H11NO.

The calculation puts the LUMO energy at 0.03188 hartree. The value obtained for the HOMO energy is -9.6 eV. As for the orbital gap: 0.38419 Ha.

Geometry as XYZ:
```
18
C5H11NO (ωB97M-V with the def2-TZVPD basis set)
C -2.1288 -0.2376 -0.6616
C -1.5515 0.8754 0.2082
C -0.6006 0.3582 1.2892
N 0.5352 -0.3799 0.7621
C 1.5971 0.2630 0.2014
O 1.6606 1.4810 0.1361
C 2.7042 -0.6287 -0.3289
H -2.8655 0.1519 -1.3714
H -1.3402 -0.7315 -1.2403
H -2.6271 -1.0022 -0.0514
H -1.0065 1.5985 -0.4086
H -2.3627 1.4237 0.7045
H -0.2092 1.1998 1.8690
H -1.1351 -0.3077 1.9771
H 0.5027 -1.3859 0.7452
H 2.8046 -0.4644 -1.4055
H 2.5403 -1.6946 -0.1443
H 3.6453 -0.3254 0.1371
```

---

Density functional theory data (ωB97M-V with the def2-TZVPD basis set) for C21H46DyNO2P3 as an isolated structure in a non-equilibrium geometry.

The calculation puts the LUMO energy (alpha / beta) at -0.39929 / -0.39477 hartree. The multiplicity is 6. The value obtained for the HOMO energy (alpha / beta) is -14.3 / -14.3 eV. As for the net charge: +3. As for the orbital gap (alpha / beta): 0.12453 / 0.12906 Ha.

Geometry as XYZ:
```
74
C21H46DyNO2P3 (ωB97M-V with the def2-TZVPD basis set)
Dy -0.5863 -0.0588 -0.0575
P 1.8157 0.8851 1.2388
P -1.1131 2.0862 -1.7427
P 1.4548 -0.5472 -2.0347
H -1.9675 -2.4157 0.0562
C -0.9207 -2.4881 -0.2817
C 0.1157 -2.4161 0.6418
H -0.0955 -2.4014 1.7187
C 1.4457 1.3052 2.9891
C 2.5195 2.4976 0.7002
C 3.3788 -0.0532 1.4969
C -2.4688 1.7353 -2.9104
C -1.8631 3.3216 -0.6163
C 0.0154 3.1094 -2.7432
C 2.4302 -2.1010 -1.9841
C 2.7768 0.6466 -2.4505
C 0.6478 -0.7532 -3.6703
H -0.7825 -2.8112 -1.3143
H 1.1540 -2.6570 0.4076
H 1.0683 0.4228 3.5227
H 0.6813 2.0914 3.0353
H 2.3534 1.6651 3.4962
H 1.7349 3.2642 0.7277
H 2.9055 2.4351 -0.3238
H 3.3361 2.8060 1.3691
H 3.1651 -0.9983 2.0121
H 4.0806 0.5271 2.1168
H 3.8661 -0.2846 0.5413
H -2.8026 2.6939 -3.3340
H -3.3030 1.2538 -2.3777
H -2.1351 1.0610 -3.7144
H -2.2747 4.1285 -1.2370
H -1.0942 3.7267 0.0585
H -2.6645 2.8716 -0.0109
H -0.5642 3.9762 -3.0958
H 0.4015 2.5345 -3.5968
H 0.8577 3.4483 -2.1213
H 2.8774 -2.2781 -2.9724
H 1.7827 -2.9452 -1.7231
H 3.2254 -2.0218 -1.2326
H 3.2968 0.3017 -3.3545
H 3.4971 0.7133 -1.6268
H 2.3572 1.6417 -2.6379
H 1.3896 -1.1321 -4.3888
H 0.2258 0.1890 -4.0438
H -0.1670 -1.4828 -3.5806
C -2.3967 -0.9657 -6.3997
C -3.5109 -1.2079 -7.2329
C -3.7907 -2.5346 -7.5864
C -2.9696 -3.5792 -7.1594
C -1.8012 -3.2972 -6.4581
C -1.4589 -1.9752 -6.1559
O -2.1943 0.1767 -5.6619
H -2.8936 0.8346 -5.8194
H -4.1476 -0.3735 -7.5675
H -4.6677 -2.7541 -8.1965
H -3.2269 -4.6044 -7.3808
H -1.1252 -4.0887 -6.1231
H -0.5306 -1.7063 -5.6549
C -3.3248 0.7018 4.9185
N -2.7815 0.8558 3.5581
C -3.1051 2.0721 2.8176
C -2.0363 -0.0568 2.9764
C -1.6971 -1.3179 3.6705
O -1.6012 0.1854 1.7786
H -3.9157 1.5925 5.1325
H -2.5289 0.6202 5.6774
H -3.9812 -0.1796 4.9981
H -2.1878 2.6140 2.5552
H -3.6618 1.8227 1.9070
H -3.7219 2.6883 3.4660
H -1.8596 -2.1795 3.0124
H -0.6514 -1.3113 4.0034
H -2.3111 -1.4720 4.5607
```

---

Density functional theory data (ωB97M-V with the def2-TZVPD basis set) for an isolated ion of composition C11H12NO and charge +1 in a non-equilibrium geometry.

The calculation puts the LUMO energy (alpha / beta) at -0.18833 / -0.20584 hartree. The value obtained for the HOMO energy (alpha / beta) is -11.6 / -11.5 eV. As for the net charge: +1. As for the orbital gap (alpha / beta): 0.23920 / 0.21796 Ha.

Geometry as XYZ:
```
25
C11H12NO (ωB97M-V with the def2-TZVPD basis set)
C 0.7270 -2.4686 0.6394
C 0.0744 -1.4078 0.1483
C 2.0436 -2.6087 0.8467
C 2.4766 -1.3631 0.4484
C -0.1646 1.0520 -1.0585
C -1.3815 0.2342 -1.0163
C 1.4089 -0.5877 -0.0567
C 1.1005 0.7304 -0.6438
C -1.4129 -1.1389 -0.3133
C -3.3369 0.1439 0.6367
C 2.2543 1.6317 -0.5267
N -1.9450 0.0937 0.3655
O 2.2322 2.0239 0.8576
H 2.5414 -3.4388 1.2248
H 3.5323 -0.9925 0.2986
H -0.4334 1.9813 -1.5977
H -2.1420 0.5712 -1.6578
H -2.1559 -1.8963 -0.5845
H -3.9377 -0.6350 0.1355
H -3.6238 0.0211 1.6541
H -3.9272 1.0134 0.3367
H 2.1242 2.4526 -1.1843
H 3.0659 1.0638 -0.9919
H -1.3628 0.4845 1.0874
H 2.2422 3.0398 0.9520
```

---

Density functional theory data (ωB97M-V with the def2-TZVPD basis set) for a 2-piece molecular cluster, C22H21O2 overall in a non-equilibrium geometry.

The calculation puts the LUMO energy at -0.18418 hartree. The value obtained for the HOMO energy is -11.3 eV. As for the net charge: +1. As for the orbital gap: 0.23110 Ha.

Geometry as XYZ:
```
45
C22H21O2 (ωB97M-V with the def2-TZVPD basis set)
C 2.2567 1.0281 -2.6910
C 1.9677 -0.3116 -3.3120
O 1.1905 -1.0588 -2.2923
C 1.6337 -0.4620 -1.2004
H -0.3850 0.0204 -0.3679
C 2.2109 -1.1302 -0.1026
C 3.5718 -0.7987 -0.0692
C 4.4250 -1.4410 0.7977
C 3.8825 -2.3650 1.6951
C 2.5422 -2.7750 1.6236
C 1.6921 -2.1517 0.7162
O 1.7433 0.8676 -1.3129
H 3.3649 1.1881 -2.6451
H 1.7117 1.8503 -3.1520
H 1.3934 -0.2837 -4.2282
H 2.8948 -0.9033 -3.3641
H 3.9182 -0.1028 -0.8097
H 5.4842 -1.1423 0.8189
H 4.5478 -2.7916 2.4466
H 2.1885 -3.5627 2.2931
H 0.6438 -2.3849 0.5591
C -0.9949 0.6174 0.2938
C -1.5414 -0.2146 1.4220
C -0.6820 -0.5224 2.4781
C -1.1011 -1.3410 3.5077
C -2.4016 -1.8662 3.5019
C -3.2855 -1.4737 2.4966
C -2.8382 -0.6842 1.4391
C -1.8464 1.5837 -0.5144
C -1.1973 2.3949 -1.4661
C -1.8845 3.3167 -2.2321
C -3.2641 3.4409 -2.0516
C -3.9091 2.6785 -1.1017
C -3.1915 1.8033 -0.2912
H -0.1786 1.1924 0.7287
H 0.3221 -0.0958 2.4178
H -0.4007 -1.6073 4.2803
H -2.6960 -2.5779 4.2714
H -4.3176 -1.8221 2.5208
H -3.5089 -0.4709 0.6061
H -0.1144 2.3125 -1.5395
H -1.3316 3.8582 -2.9978
H -3.7993 4.1218 -2.6965
H -4.9944 2.7480 -0.9778
H -3.7218 1.3184 0.5015
```

---

Density functional theory data (ωB97M-V with the def2-TZVPD basis set) for C5H8O as an isolated structure in a non-equilibrium geometry.

The calculation puts the LUMO energy (alpha / beta) at 0.01130 / 0.01129 hartree. The value obtained for the HOMO energy (alpha / beta) is -8.6 / -8.6 eV. As for the orbital gap (alpha / beta): 0.32747 / 0.32748 Ha.

Geometry as XYZ:
```
14
C5H8O (ωB97M-V with the def2-TZVPD basis set)
C 1.9269 0.4963 0.9048
C -0.0296 0.0237 -0.0345
C -0.4980 -1.2939 -0.6404
C -1.1843 -0.7612 0.5690
C -0.3551 1.2529 -0.7716
O 0.3360 2.2396 -0.8248
H 1.1224 -0.3170 0.7401
H 2.4816 0.8318 0.0227
H 1.6376 1.3767 1.4875
H -1.0259 -1.2567 -1.5950
H 0.1340 -2.1725 -0.5283
H -1.0227 -1.2722 1.5159
H -2.1901 -0.3534 0.4591
H -1.3328 1.2059 -1.3047
```

---

Density functional theory data (ωB97M-V with the def2-TZVPD basis set) for a 2-piece molecular cluster, C10H17N2 overall in a non-equilibrium geometry.

The calculation puts the LUMO energy (alpha / beta) at -0.13847 / -0.13844 hartree. The value obtained for the HOMO energy (alpha / beta) is -12.3 / -12.3 eV. As for the net charge: +1. As for the orbital gap (alpha / beta): 0.31197 / 0.31214 Ha.

Geometry as XYZ:
```
29
C10H17N2 (ωB97M-V with the def2-TZVPD basis set)
C -3.9646 -0.2907 -0.2827
C -3.4002 0.0529 0.9355
C -3.2019 -0.2338 -1.4384
C -2.0721 0.4349 1.0030
C -1.8770 0.1540 -1.3772
C -1.2904 0.4707 -0.1480
C 1.2127 -1.0257 -1.1979
C 0.7206 -1.1266 1.1534
C 2.4747 0.2991 0.3675
C 0.1341 0.8677 -0.1326
N 0.5008 1.7941 -1.0629
N 1.1341 -0.2355 0.0537
H -4.9997 -0.5873 -0.3378
H -3.9944 0.0274 1.8341
H -3.6372 -0.4913 -2.3897
H -1.6330 0.7415 1.9411
H -1.2895 0.2095 -2.2823
H 0.2580 -1.5162 -1.3864
H 1.4508 -0.3742 -2.0372
H 1.9871 -1.7856 -1.1041
H 1.4605 -1.9148 1.2830
H 0.6422 -0.5452 2.0722
H -0.2466 -1.5779 0.9403
H 2.3865 0.9984 1.2010
H 3.1387 -0.5159 0.6512
H 2.9078 0.8057 -0.4927
H 0.4981 1.6501 1.7625
H 1.4308 2.1795 -1.0400
H -0.2073 2.4810 -1.2724
```